No. 1
Entry from the OMol25 dataset: a molecular structure, C52H40BrCl2F4N2O2PS3Tc at a distorted geometry (ωB97M-V/def2-TZVPD).

The geometry in XYZ format:
```
108
Properties=species:S:1:pos:R:3:forces:R:3
Tc 1.6295 1.5662 0.8155 -1.1 0.1 0.4
Cl -3.4695 1.4952 -0.2921 0.0 -0.6 0.6
C -2.1313 2.3043 -0.9760 0.0 0.5 -1.7
C -2.4694 3.0635 -2.1418 1.2 2.2 -0.8
C -1.5292 3.9175 -2.7553 0.3 -1.9 1.4
Cl -1.9651 4.8256 -4.1787 0.2 -0.1 0.4
C -0.1806 3.9755 -2.1772 -2.8 0.5 -2.2
C 0.6653 5.0428 -2.5130 0.4 0.7 0.0
C 1.7102 5.2998 -1.6816 0.4 -0.8 0.9
C 2.0327 4.3596 -0.6447 -0.9 -0.7 -1.8
N 1.2684 3.2915 -0.4261 0.9 0.6 -1.5
C 0.1339 3.0726 -1.1851 0.1 0.6 2.3
C -0.8046 2.1429 -0.5734 -0.5 -1.2 -0.2
O -0.4270 1.2137 0.2866 0.9 1.5 -0.5
H -3.4880 3.1764 -2.5625 0.6 -0.7 0.7
H 0.4612 5.7049 -3.3758 -0.1 -0.5 0.7
H 2.3127 6.1804 -1.7656 0.4 0.2 -0.3
H 3.0382 4.3718 -0.2579 -0.1 0.1 0.9
F -1.3942 -8.2731 -1.9004 0.2 1.0 0.2
C -1.3806 -6.9305 -1.7057 0.2 -0.7 0.0
C -1.8581 -6.4336 -0.4824 -0.4 -0.2 0.6
F -2.3115 -7.3366 0.4522 0.7 1.4 -1.1
C -1.8863 -5.0417 -0.2939 -0.7 1.1 -0.2
F -2.1638 -4.4142 0.9132 0.1 -1.6 -1.6
C -1.7038 -4.1943 -1.4237 1.2 -1.0 0.5
P -2.0243 -2.4110 -1.3906 0.2 0.0 2.5
C -2.7228 -2.0654 -2.9555 -0.6 0.1 -2.2
C -2.6356 -0.7671 -3.4545 -0.3 -1.3 0.0
C -3.0194 -0.5133 -4.7599 0.8 2.3 0.4
C -3.7935 -1.3801 -5.4504 -0.2 -1.9 -1.1
C -3.8973 -2.7031 -4.9764 -1.3 0.2 -0.4
C -3.3029 -3.0395 -3.7823 0.0 0.0 0.0
C -3.6170 -2.5390 -0.5118 -0.5 0.1 2.6
C -3.7101 -1.7810 0.6762 -0.2 -0.1 -0.2
C -4.9703 -1.5017 1.2102 0.2 -0.2 1.7
C -6.0894 -2.2002 0.8097 0.4 -0.6 -1.8
C -5.9630 -3.2211 -0.2239 -1.1 1.5 1.9
C -4.7125 -3.3850 -0.8020 0.1 0.6 -1.1
C -0.9946 -4.7132 -2.5132 0.5 -0.8 -0.1
Br 0.0020 -3.5050 -3.5914 -0.1 -0.5 -0.2
C -0.8113 -6.0938 -2.6729 -0.1 0.2 0.3
F -0.0835 -6.6284 -3.6825 -0.8 0.5 0.8
H -2.3417 0.0446 -2.8377 0.9 0.5 0.4
H -2.6150 0.4374 -5.1527 -1.0 -0.3 -0.1
H -4.2298 -1.1571 -6.4197 0.2 0.2 0.1
H -4.5633 -3.4230 -5.5134 1.0 0.6 0.4
H -3.2704 -4.0770 -3.4962 -0.2 -0.2 0.2
H -2.8315 -1.5022 1.2794 -0.2 0.5 -1.0
H -5.0599 -0.8453 2.1207 0.2 -0.6 -1.1
H -7.0202 -1.8789 1.2614 -0.2 -0.6 -0.2
H -6.9259 -3.7475 -0.4566 1.5 0.1 -0.1
H -4.5284 -4.1011 -1.5983 -0.5 0.0 0.0
C -0.8203 5.2182 2.6595 -1.0 0.6 0.6
C -0.1624 4.3889 3.7567 -0.1 -0.1 0.8
C 1.3506 4.6676 3.7993 0.3 -1.6 0.5
C -0.6580 2.9276 3.8246 1.4 0.0 -0.4
C -1.9584 2.7382 4.2925 -0.6 0.1 0.4
C -2.5146 1.4739 4.3700 2.5 -0.6 -1.1
C -1.6710 0.3555 4.0654 -1.5 0.1 0.9
C -0.3421 0.4652 3.7134 0.2 1.3 -0.5
C 0.5979 -0.7181 3.6231 0.0 0.3 0.5
C 0.0389 -1.9638 4.3309 1.4 -0.4 -0.7
C 1.9672 -0.3019 4.2437 -1.2 0.4 -0.6
C 0.1461 1.8073 3.4059 -2.3 0.3 -0.4
N 1.1054 2.0254 2.4278 0.4 -0.9 1.5
H -0.7202 6.2718 3.0179 -0.4 -0.6 -0.6
H -1.8986 4.9475 2.4619 1.1 0.4 0.4
H -0.2894 5.1429 1.7295 0.3 -0.2 -0.6
H -0.4937 4.8426 4.7335 0.0 -0.5 -0.8
H 1.9688 4.3429 2.9452 -0.5 -0.5 0.4
H 1.7655 4.3212 4.7734 0.0 -0.2 -0.8
H 1.5373 5.6972 3.8183 -0.2 1.9 0.1
H -2.5764 3.6191 4.5732 0.6 -0.6 -0.2
H -3.5231 1.3036 4.6123 -1.1 -0.1 0.4
H -2.1749 -0.6321 4.1642 0.8 0.7 0.0
H 0.7330 -1.0001 2.5764 0.2 0.2 -0.2
H 0.1028 -1.8589 5.4004 -0.2 0.0 0.5
H 0.6751 -2.8058 4.0304 0.2 0.1 0.3
H -0.9308 -2.2994 4.0237 -0.7 0.3 -0.1
H 1.9902 -0.2059 5.2999 -0.6 -0.2 1.2
H 2.3269 0.6527 3.9234 -0.1 0.7 -0.6
H 2.7363 -0.9592 4.0123 1.3 -1.6 -0.6
O 2.4329 0.4388 -0.6701 1.1 -0.2 0.5
C 3.7416 -0.1268 -0.5485 0.1 0.8 0.3
C 4.6871 0.8824 0.1391 0.0 -0.7 -0.2
C 5.8525 1.3573 -0.4239 -1.4 -0.8 0.9
C 6.1762 2.6104 0.0879 0.6 1.3 0.6
C 5.3520 3.0582 1.0606 -0.7 0.1 1.0
S 4.1118 1.8549 1.4981 1.7 0.0 -1.6
C 4.3541 -0.2625 -1.9222 -0.3 0.7 -2.5
C 4.1058 0.6764 -2.9372 -0.7 0.1 2.2
C 4.4408 0.2461 -4.2402 0.4 -1.1 0.5
C 5.0005 -0.9997 -4.1726 0.3 -0.3 -0.2
S 5.2777 -1.6296 -2.5410 -1.7 1.3 -1.2
C 3.5970 -1.4961 0.0483 -0.4 -1.1 0.1
C 2.5864 -2.3613 -0.2880 0.1 0.1 0.7
C 2.8379 -3.6836 0.2286 -1.8 1.1 -1.6
C 3.9818 -3.8470 0.8809 0.9 0.2 0.8
S 4.7926 -2.3402 0.9556 0.9 0.5 0.2
H 6.4781 0.8462 -1.1341 -0.4 0.0 -0.4
H 7.0086 3.1803 -0.3108 0.0 0.1 0.4
H 5.4428 3.9121 1.7154 0.1 0.1 -0.2
H 3.5949 1.6298 -2.6436 0.4 -1.1 -0.6
H 4.2179 0.7201 -5.1923 0.0 0.1 0.4
H 5.1339 -1.6069 -5.0587 0.6 -0.1 0.3
H 1.6653 -2.0393 -0.8007 0.7 -0.3 0.1
H 2.1226 -4.4266 0.0017 -0.5 -1.0 0.1
H 4.3413 -4.7401 1.3880 0.0 0.4 -0.2
```
Forces are in eV/Å.

Results
strongest force on any atom: 3.66 eV/A
energy above the lowest of the compared OMol25 structures with the same formula, charge and spin: 55.9 kcal per mole
LUMO energy (alpha / beta): -0.79 / -1.01 eV
HOMO-LUMO gap (alpha / beta): 6.180 / 6.565 eV
E_tot: -211592.0230 eV
highest occupied orbital energy (alpha / beta): -6.966 / -7.576 eV
multiplicity: 4

Here are the Löwdin charges for atoms 1 to 8, given in e: 1.443, 0.755, -0.616, -0.124, -0.588, 0.668, -0.175, -0.020

No. 2
Entry from the OMol25 dataset: a molecular structure, C52H40BrCl2F4N2O2PS3Tc at a distorted geometry (ωB97M-V/def2-TZVPD).

The geometry in XYZ format:
```
108
Properties=species:S:1:pos:R:3:forces:R:3
Tc 0.7071 0.8636 -0.0480 -0.6 -0.9 1.6
Cl -3.7974 3.0651 0.2293 -0.7 -0.7 0.5
C -2.4049 3.5689 -0.5883 0.8 -0.3 -0.6
C -2.5041 4.7710 -1.3012 2.0 0.6 -0.2
C -1.3745 5.2558 -1.9573 -1.5 0.5 -0.1
Cl -1.5263 6.7001 -2.9061 0.0 0.3 0.0
C -0.1702 4.5667 -2.0100 0.4 -0.9 0.4
C 0.9776 4.8923 -2.7566 0.6 0.2 -0.6
C 1.9722 3.9616 -2.9493 0.6 0.0 -0.8
C 1.9498 2.7720 -2.2303 -1.9 0.1 2.0
N 0.9501 2.5008 -1.3441 1.0 0.9 -2.5
C -0.1453 3.3227 -1.3346 0.3 -0.6 0.2
C -1.2560 2.7435 -0.6536 -1.5 0.8 -0.5
O -1.2299 1.4836 -0.2751 0.2 1.4 0.2
H -3.3950 5.3837 -1.3056 -0.1 -0.3 0.1
H 1.1234 5.8628 -3.2283 -0.5 -0.2 0.0
H 2.7774 4.0970 -3.7112 -0.7 0.1 1.0
H 2.7205 2.0492 -2.2410 0.7 -0.5 -0.3
F -1.0085 -7.3203 -0.9985 -0.6 0.9 -0.2
C -1.4042 -6.0279 -1.0664 1.1 -0.5 -0.2
C -2.5455 -5.5674 -0.4281 -0.9 -0.5 1.2
F -3.4251 -6.4117 0.2254 1.6 1.0 -0.9
C -2.7408 -4.1940 -0.3172 -0.4 1.0 0.1
F -3.5961 -3.7541 0.6412 0.3 -0.9 -0.9
C -2.0501 -3.2488 -1.1079 -0.1 -1.2 1.2
P -2.2174 -1.4363 -1.0731 0.2 0.2 1.6
C -2.9049 -1.0862 -2.6963 -0.9 -0.3 0.7
C -3.2056 0.2592 -2.9017 -0.2 -1.0 -1.6
C -3.8427 0.5949 -4.0897 -0.2 1.7 -0.1
C -4.1912 -0.3531 -5.0477 0.2 -0.3 -0.4
C -3.8774 -1.6886 -4.8075 -0.1 -0.7 0.4
C -3.2930 -2.0783 -3.5903 0.2 0.7 -0.9
C -3.6578 -1.1749 0.0709 -0.7 -0.1 -0.5
C -3.4466 -0.5378 1.3008 0.7 -0.5 -1.2
C -4.5129 -0.0980 2.0419 -0.5 0.1 0.3
C -5.7987 -0.4209 1.6507 -0.5 0.2 0.2
C -6.0310 -1.0690 0.4425 -1.0 -0.7 -0.2
C -4.9779 -1.4803 -0.3492 1.3 0.4 -0.8
C -0.9411 -3.7592 -1.7665 0.0 -0.5 -0.4
Br 0.0246 -2.6096 -2.8697 0.8 0.0 -0.3
C -0.5735 -5.0965 -1.7060 0.7 -0.4 -0.8
F 0.5810 -5.4971 -2.3598 -1.7 0.2 1.1
H -2.8949 1.0080 -2.2138 0.1 0.5 0.6
H -4.0309 1.6842 -4.2526 0.0 -1.1 -0.1
H -4.6440 -0.0763 -6.0177 0.3 0.0 0.8
H -4.1016 -2.4795 -5.5289 0.0 0.4 0.1
H -3.0527 -3.1252 -3.3878 -0.2 0.3 -0.1
H -2.4299 -0.4477 1.6603 0.1 0.5 -0.1
H -4.3560 0.5506 2.8870 0.1 -0.2 0.5
H -6.6359 -0.2051 2.3233 0.2 0.2 -0.4
H -7.0690 -1.2840 0.1333 0.6 0.1 0.2
H -5.0818 -2.0059 -1.3388 -0.3 0.7 1.2
C -1.0452 3.9933 3.5400 -0.3 -0.7 -0.3
C 0.2211 3.1026 3.4739 0.5 0.1 0.0
C 1.0575 3.4175 2.2520 -0.3 -0.2 -0.9
C -0.0710 1.6572 3.7306 -0.9 -1.4 1.5
C -0.6266 1.4417 4.9975 0.3 -0.4 0.5
C -0.6340 0.1873 5.6280 -0.1 0.6 -0.8
C -0.1876 -0.9226 4.9126 0.4 0.7 -0.5
C 0.1767 -0.8511 3.5620 -0.6 2.2 1.2
C 0.5396 -2.1254 2.9199 1.6 -2.4 -0.7
C 0.5259 -2.2443 1.3742 -0.2 2.0 0.7
C -0.3289 -3.2809 3.4756 -0.2 -0.4 -1.3
C 0.1966 0.4811 2.9690 -0.5 -0.2 0.6
N 0.3538 0.5874 1.6559 1.3 -0.5 -1.8
H -0.7107 5.0365 3.5193 -0.5 -0.1 0.1
H -1.6643 3.7612 4.4308 0.6 0.5 -0.4
H -1.7399 3.7691 2.6916 0.7 0.3 0.3
H 0.9140 3.3606 4.3211 -0.8 0.1 -0.4
H 0.5224 3.2222 1.2938 0.2 0.4 0.7
H 2.0115 2.8765 2.1926 -0.3 0.0 0.2
H 1.2715 4.4711 2.3316 0.3 0.5 -0.4
H -0.9966 2.3313 5.5204 0.3 -0.5 0.1
H -0.9972 0.0945 6.6411 0.0 -0.1 0.1
H -0.0599 -1.8704 5.3960 -0.3 -0.2 0.3
H 1.5990 -2.3802 3.2489 -0.9 0.4 -0.4
H -0.3922 -1.7481 1.0360 0.2 -0.2 -0.3
H 0.5006 -3.2506 1.0445 0.1 -1.1 -0.1
H 1.3806 -1.7303 0.9185 -0.4 -0.3 0.1
H -1.3470 -2.9501 3.5887 -0.5 0.2 0.1
H 0.0038 -3.6415 4.4196 0.3 -0.3 0.8
H -0.3686 -4.1472 2.7750 0.3 0.6 0.5
O 2.1313 -0.2643 -0.6637 0.4 0.5 -0.1
C 3.5245 -0.2518 -0.6371 0.9 -0.9 -0.1
C 4.2294 0.9476 0.0566 -1.0 -0.2 0.2
C 4.9288 2.0203 -0.4597 0.5 -0.5 0.5
C 5.6536 2.7142 0.5696 -0.4 0.4 0.5
C 5.4371 2.1889 1.8286 -0.1 0.4 -0.3
S 4.2538 0.9283 1.7882 0.7 0.9 0.0
C 4.0771 -0.3085 -2.0207 0.0 0.4 -2.5
C 3.3349 -0.2236 -3.1876 0.8 0.5 1.0
C 4.1577 -0.0226 -4.3523 -1.1 -0.7 0.8
C 5.4569 -0.1962 -4.0623 1.4 -0.1 -0.5
S 5.8157 -0.4171 -2.3943 -1.7 0.1 -0.1
C 4.0151 -1.6128 -0.1007 -0.4 0.4 1.1
C 3.5490 -2.8850 -0.3566 1.0 0.0 0.3
C 4.4155 -3.8967 0.2143 0.6 2.2 0.7
C 5.4521 -3.2850 0.9206 -0.1 -1.5 0.2
S 5.4147 -1.5649 0.9259 -0.3 -2.0 -0.8
H 5.0829 2.2016 -1.5289 -0.2 -0.1 0.5
H 6.2248 3.6516 0.4391 -0.1 -0.9 -0.1
H 5.9622 2.4811 2.7523 -0.7 -0.1 -0.5
H 2.2437 -0.2772 -3.1798 0.4 0.3 0.0
H 3.6995 0.2088 -5.2945 0.3 -0.2 -0.5
H 6.2923 -0.2922 -4.7500 -0.2 0.3 0.0
H 2.6604 -3.1384 -0.9306 0.2 0.3 0.0
H 4.2588 -4.9609 0.1509 0.0 0.0 0.0
H 6.1817 -3.8175 1.5610 -0.5 0.5 -0.7
```
Forces are in eV/Å.

Results
strongest force on any atom: 3.03 eV/A
energy above the lowest of the compared OMol25 structures with the same formula, charge and spin: 0.0 kcal per mole
LUMO energy (alpha / beta): -1.02 / -1.28 eV
HOMO-LUMO gap (alpha / beta): 5.502 / 6.158 eV
E_tot: -211594.4450 eV
highest occupied orbital energy (alpha / beta): -6.519 / -7.440 eV
multiplicity: 4

Here are the Löwdin charges for atoms 1 to 8, given in e: 1.608, 0.767, -0.620, -0.109, -0.609, 0.694, -0.187, -0.002

Q: What is the formula in the second record?
A: C52H40BrCl2F4N2O2PS3Tc